DFT (ωB97M-V with the def2-TZVPD basis set) results for C41H58BiGeN5O4SSeSiTe as an isolated structure.

Properties
- strongest force on any atom (eV/A) = 0.4
- total energy (eV) = -212808.067
- relative energy (zero: lowest compared OMol25 entry of this formula, charge and spin) (kJ/mol) = 31.1
- orbital gap (eV) = 7.40

The geometry in XYZ format:
```
114
Properties=species:S:1:pos:R:3:forces:R:3:mulliken_charge:R:1
Bi -0.070 0.708 -0.459 0.0 0.2 -0.2 0.226
C -1.646 3.027 3.893 -0.1 0.0 0.0 -0.433
O -2.540 1.918 3.900 0.1 0.0 0.0 -0.577
C -3.332 1.783 2.788 0.0 -0.1 0.0 -0.780
C -4.688 1.701 2.983 0.0 0.0 0.0 0.020
C -5.577 1.548 1.912 0.0 0.0 0.0 -1.040
C -5.067 1.514 0.640 0.0 0.0 0.0 -0.600
C -3.679 1.556 0.413 0.0 0.0 -0.1 1.442
C -3.242 1.684 -0.950 0.0 -0.1 0.0 -1.711
N -2.053 1.505 -1.400 0.1 -0.1 0.0 0.952
N -1.850 1.915 -2.722 0.0 0.0 0.0 -0.934
C -0.635 2.342 -2.851 0.0 -0.1 -0.1 0.479
O 0.248 2.358 -1.884 0.0 0.1 -0.1 -0.927
C -0.192 2.833 -4.180 0.0 0.0 0.1 0.308
C 0.857 3.743 -4.263 0.0 -0.1 0.0 -0.042
C 1.287 4.198 -5.499 0.0 0.0 0.0 -0.873
C 0.681 3.733 -6.658 0.0 0.0 0.0 -0.358
C -0.362 2.821 -6.577 0.0 0.0 0.0 -0.755
C -0.802 2.373 -5.342 0.0 0.0 0.0 -0.415
C -2.751 1.640 1.487 -0.1 -0.1 0.1 0.119
O -1.470 1.610 1.329 0.1 0.0 0.0 0.675
H -1.550 3.355 4.927 0.0 0.0 0.0 0.310
H -0.672 2.739 3.501 0.0 0.0 0.0 -0.137
H -2.050 3.847 3.293 0.0 0.0 0.0 0.305
H -5.051 1.772 4.002 0.0 0.0 0.0 0.465
H -6.643 1.496 2.089 0.0 0.0 0.0 0.431
H -5.730 1.453 -0.216 0.0 0.0 0.0 0.402
H -3.975 2.026 -1.681 0.0 0.0 0.0 0.309
H 1.323 4.090 -3.351 0.0 0.0 0.0 0.374
H 2.099 4.912 -5.560 0.0 0.0 0.0 0.407
H 1.022 4.082 -7.625 0.0 0.0 0.0 0.399
H -0.829 2.454 -7.482 0.0 0.0 0.0 0.395
H -1.611 1.659 -5.263 0.0 0.0 0.0 0.441
C -0.687 -3.673 -1.751 0.0 0.0 0.1 -1.092
Si -1.283 -1.978 -2.309 0.1 0.1 0.0 -0.222
C -2.763 -1.576 -1.238 -0.1 -0.1 0.0 -0.590
C -1.982 -1.979 -4.060 0.0 0.0 0.1 -1.338
N 0.019 -0.809 -2.111 -0.2 -0.3 0.1 1.697
C 1.193 -1.055 -2.834 0.1 0.1 -0.1 -0.147
C 1.305 -2.072 -3.797 0.0 0.0 -0.1 -0.913
C 2.427 -2.244 -4.593 0.0 0.0 0.0 -1.426
C 3.509 -1.394 -4.468 0.0 0.0 0.0 -0.905
C 3.462 -0.403 -3.499 0.0 0.0 0.0 -0.589
C 2.355 -0.278 -2.680 0.0 0.0 0.0 0.616
O 2.303 0.688 -1.679 0.1 -0.2 0.2 1.427
C 3.481 1.287 -1.284 -0.1 0.1 0.0 0.229
C 3.563 2.665 -1.394 0.0 0.0 0.0 -0.471
C 4.731 3.305 -1.001 0.0 0.0 0.0 -0.684
C 5.800 2.573 -0.504 0.0 0.0 0.0 -0.720
C 5.692 1.192 -0.387 0.0 0.0 0.0 -0.427
C 4.531 0.537 -0.774 0.0 0.1 -0.1 -0.847
H -1.328 -4.476 -2.123 0.0 0.0 0.0 0.384
H -0.711 -3.701 -0.657 0.0 0.0 0.0 0.151
H 0.340 -3.892 -2.045 0.0 0.0 0.0 0.432
H -3.416 -0.842 -1.705 0.0 0.0 0.0 0.388
H -3.317 -2.520 -1.183 -0.1 0.0 0.0 0.449
H -2.571 -1.269 -0.208 0.1 0.0 0.0 -0.209
H -2.507 -2.916 -4.263 0.0 0.0 0.0 0.397
H -1.248 -1.827 -4.849 0.0 0.0 0.0 0.415
H -2.710 -1.167 -4.133 0.0 0.0 0.0 0.311
H 0.487 -2.756 -3.954 0.0 0.0 0.0 0.394
H 2.436 -3.045 -5.321 0.0 0.0 0.0 0.426
H 4.380 -1.492 -5.102 0.0 0.0 0.0 0.424
H 4.296 0.274 -3.374 0.0 0.0 0.0 0.479
H 2.711 3.201 -1.788 0.0 0.0 0.0 0.442
H 4.805 4.382 -1.093 0.0 0.0 0.0 0.410
H 6.714 3.071 -0.208 0.0 0.0 0.0 0.381
H 6.527 0.615 -0.007 0.0 0.0 0.0 0.450
H 4.431 -0.538 -0.709 0.0 0.0 0.0 0.912
C 2.353 -3.572 3.393 0.0 0.0 0.0 -0.751
N 3.241 -2.457 3.166 0.0 0.0 0.0 0.250
C 4.449 -2.273 3.954 0.0 0.0 0.0 -0.698
C 5.060 -0.988 3.364 0.0 0.0 0.0 -0.649
N 4.270 -0.809 2.158 -0.1 -0.1 0.0 0.323
C 3.190 -1.624 2.110 0.0 0.1 0.2 -0.475
S 1.999 -1.574 0.943 0.1 -0.2 -0.3 0.020
H 2.852 -4.518 3.166 0.0 0.0 0.0 0.287
H 1.482 -3.459 2.751 0.0 0.0 0.0 0.147
H 2.034 -3.579 4.436 0.0 0.0 0.0 0.311
H 5.116 -3.133 3.848 0.0 0.0 0.0 0.302
H 4.200 -2.166 5.011 0.0 0.0 0.0 0.380
H 6.116 -1.115 3.131 0.0 0.0 0.0 0.353
H 4.956 -0.140 4.045 0.0 0.0 0.0 0.289
H 4.308 -0.003 1.556 0.1 0.0 0.0 -0.193
C 1.190 4.286 1.636 0.0 0.1 -0.1 -1.107
Te 1.836 2.318 2.114 0.0 -0.1 0.1 0.329
C 3.838 2.883 2.595 0.0 0.0 0.1 -0.793
H 0.896 4.827 2.531 0.0 0.0 0.0 0.403
H 0.342 4.197 0.960 0.0 0.0 0.0 0.258
H 2.002 4.799 1.126 0.0 0.0 0.0 0.459
H 4.381 3.200 1.711 0.0 0.0 0.0 0.215
H 4.331 2.023 3.046 0.0 0.0 0.0 -0.004
H 3.799 3.680 3.334 0.0 0.0 0.0 0.500
C -3.465 -4.607 1.245 0.0 -0.1 0.0 -0.832
Ge -4.354 -3.180 2.243 0.0 0.0 0.0 0.527
C -5.281 -3.961 3.783 0.0 0.0 0.0 -1.313
C -5.692 -2.259 1.157 0.0 0.0 0.0 -0.864
C -3.033 -1.917 2.989 0.0 0.0 0.1 -0.418
Se -1.261 -1.935 2.178 0.0 -0.1 -0.1 0.250
C -0.404 -0.862 3.550 0.1 0.0 0.0 0.295
H -4.203 -5.314 0.863 0.0 0.0 0.0 0.388
H -2.773 -5.147 1.893 0.0 0.0 0.0 0.332
H -2.895 -4.224 0.399 0.0 0.0 0.0 0.032
H -6.092 -4.617 3.465 0.0 0.0 0.0 0.392
H -5.706 -3.173 4.408 0.0 0.0 0.0 0.362
H -4.590 -4.544 4.393 0.0 0.0 0.0 0.360
H -6.491 -2.952 0.887 0.0 0.0 0.0 0.404
H -5.272 -1.840 0.245 0.1 0.0 0.0 0.131
H -6.126 -1.438 1.729 0.0 0.0 0.0 0.263
H -2.884 -2.202 4.033 0.0 0.0 0.0 0.593
H -3.434 -0.904 2.977 0.0 0.0 -0.1 -0.422
H -0.898 0.104 3.620 0.0 0.0 0.0 -0.226
H 0.633 -0.726 3.246 -0.1 0.0 0.0 -0.399
H -0.449 -1.390 4.501 0.0 0.0 0.0 0.483
```
Forces are in eV/Å.